Record 1
The following is a DFT calculation (wB97M-V/def2-TZVPD) of one molecule with the formula C20H21N5O2S in a non-equilibrium geometry.

Each line ends with the Löwdin charge.
Element x y z (Å)
1 O 5.432165 -2.746841 -3.853289  0.053
2 N -4.855626 1.767205 2.788941  0.096
3 N 0.929877 -0.650737 1.447147  0.123
4 O 0.226583 1.498038 -2.681196  -0.153
5 S -5.237182 3.677294 0.765131  0.863
6 C 5.562268 -2.741986 -2.642360  -0.497
7 C -4.429557 2.439907 1.715279  -0.659
8 C 6.877160 -3.928614 -0.880285  0.047
9 C 6.744177 -3.430307 -2.148306  -0.079
10 C -2.833519 0.975357 2.209626  -0.177
11 C -3.880952 0.879372 3.157348  -0.280
12 C 0.161059 -1.287373 2.329871  -0.100
13 C 0.566466 0.473462 0.904436  -0.341
14 C 1.965512 0.002658 -3.561084  0.020
15 C -1.128992 -0.832212 2.500469  -0.010
16 C -0.678916 1.039513 1.085009  0.026
17 C 3.174354 -0.784711 -3.386857  0.000
18 C 3.088782 -0.495410 -0.982755  0.031
19 C 1.315720 0.578040 -2.403672  -0.169
20 C -1.553405 0.407639 1.977021  -0.131
21 C 3.759316 -0.972781 -2.109524  -0.230
22 C 1.916465 0.261684 -1.132993  -0.153
23 N -3.219341 1.924979 1.325836  0.077
24 N 4.866924 -1.818161 -1.908975  0.110
25 N 1.330214 1.097689 -0.096880  0.096
26 C -1.111426 0.963428 -2.655916  -0.055
27 C -7.032722 3.237223 1.214731  -0.326
28 C -4.180470 -0.075742 4.233246  -0.044
29 H 7.755036 -4.499553 -0.552685  0.065
30 H 6.147011 -3.744953 -0.145086  0.038
31 H 7.612397 -3.610388 -2.819171  0.124
32 H 0.577354 -2.094837 2.911546  0.110
33 H 1.541662 0.187115 -4.533311  0.102
34 H -1.674479 -1.286721 3.238501  0.062
35 H -0.857483 2.002257 0.613375  0.114
36 H 3.575269 -1.307561 -4.354064  0.135
37 H 3.369184 -0.560267 0.032375  0.100
38 H -2.742172 2.161473 0.460194  0.128
39 H 5.379344 -1.640331 -0.963959  0.185
40 H 0.676323 1.765236 -0.548563  0.111
41 H -1.088551 -0.102025 -2.514341  0.091
42 H -1.569380 1.148917 -3.574595  0.060
43 H -1.626686 1.550215 -1.812138  0.097
44 H -7.049479 2.198232 1.372616  0.000
45 H -7.656947 3.498677 0.343703  0.034
46 H -7.356496 3.772374 2.121108  0.041
47 H -5.090665 -0.705669 3.890745  0.117
48 H -3.212747 -0.582339 4.419869  0.064
49 H -4.483429 0.391531 5.203883  0.088

Atomic forces in eV per Å
O -0.8 -0.9 -0.8
N 0.0 1.4 -0.6
N 2.3 -0.9 0.5
O 1.8 -1.4 1.0
S -1.3 -0.5 0.6
C 0.1 2.6 -2.8
C 0.3 -1.7 0.6
C 0.8 0.6 -2.3
C 1.8 -1.9 3.5
C -1.4 -0.4 1.6
C 0.2 1.0 -2.2
C -0.9 1.7 -1.1
C -0.7 -0.2 -1.4
C 1.0 -0.3 2.9
C 1.2 1.1 0.1
C -0.6 0.0 1.5
C -1.1 0.1 -2.0
C -1.5 1.3 -1.0
C 1.4 -1.3 -2.4
C 1.5 -1.0 -0.8
C -1.2 -1.1 -1.3
C -1.4 2.6 -1.1
N -1.3 1.8 -0.7
N 2.3 0.1 4.6
N 0.1 -0.7 -0.2
C 0.9 1.1 2.6
C 0.8 1.7 -0.5
C -0.3 -0.7 0.7
H -0.3 0.3 -0.3
H -1.0 0.0 0.8
H -1.3 0.3 0.0
H 0.0 -0.3 -0.2
H 0.1 -0.1 -0.2
H -1.6 -1.2 1.4
H -0.2 -0.1 0.2
H -0.5 1.2 2.3
H 0.8 -0.5 0.8
H -0.3 -0.1 0.5
H -1.6 -0.5 -2.2
H 1.2 -0.5 0.1
H -0.2 -0.4 0.5
H -0.8 0.6 -1.5
H 0.2 -1.3 -1.2
H 0.0 -1.3 0.2
H 0.4 0.0 0.4
H 0.3 -0.2 -0.5
H 1.8 0.5 0.7
H -1.0 -0.6 0.1
H 0.2 -0.1 -0.9

For the energy relative to the best compared isomer or geometry (same formula, charge and spin), the calculation gives 442.6 kJ/mol. The calculation puts the calculated total energy at -1597.076922 a.u. The calculation puts the max |F| at 0.1002 Eh/bohr. As for the SMILES: C=CC(=O)Nc1ccc(OC)c(Nc2cc(-c3[nH]c(SC)nc3C)ccn2)c1.

***

Record 2
The following is a DFT calculation (wB97M-V/def2-TZVPD) of one molecule with the formula C27H32N6O3 in a non-equilibrium geometry.

Each line ends with the Löwdin charge.
Element x y z (Å)
1 C -3.145468 -3.584602 0.918746  -0.086
2 H -3.242282 -3.754945 -0.150039  0.063
3 C -3.243945 -2.095031 1.220633  -0.194
4 H -4.209122 -1.717251 0.881573  0.107
5 H -3.167037 -1.945397 2.300089  0.112
6 C -2.108486 -1.318105 0.532252  -0.241
7 C -2.382728 -1.170844 -0.925158  -0.279
8 N -3.403651 -1.667003 -1.591363  0.076
9 N -3.227306 -1.328372 -2.861469  -0.033
10 N -2.163487 -0.659219 -3.014593  0.061
11 N -1.586988 -0.535544 -1.818909  -0.060
12 C -0.368274 0.189152 -1.627262  -0.084
13 C 0.867166 -0.652470 -1.827951  -0.188
14 C 0.871538 -2.019920 -1.592164  -0.030
15 C 2.029135 -2.758432 -1.768596  -0.078
16 C 3.194752 -2.139980 -2.183286  -0.098
17 C 3.198207 -0.776591 -2.424860  -0.086
18 C 2.042753 -0.040188 -2.246152  -0.044
19 H 2.045605 1.022539 -2.441141  0.116
20 H 4.102503 -0.288572 -2.756160  0.109
21 H 4.095388 -2.717663 -2.327564  0.105
22 H 2.013563 -3.822896 -1.586128  0.107
23 H -0.032142 -2.524139 -1.283541  0.112
24 H -0.394918 0.590690 -0.608961  0.107
25 H -0.374370 1.018085 -2.339239  0.136
26 N -1.771789 -0.021617 1.130201  -0.110
27 C -0.882313 -0.189063 2.280928  -0.118
28 C 0.534157 -0.437585 1.830264  -0.101
29 C 1.327410 0.563220 1.386476  0.042
30 C 2.669587 0.339351 0.958542  -0.152
31 C 3.492296 1.368116 0.481241  0.029
32 C 4.788926 1.098538 0.092400  -0.281
33 C 5.281648 -0.214113 0.193829  0.006
34 C 4.487440 -1.231574 0.655989  -0.013
35 C 3.168388 -0.971082 1.036445  -0.192
36 N 2.343126 -1.962802 1.488288  0.184
37 C 1.031995 -1.810446 1.875675  -0.432
38 O 0.382936 -2.782566 2.226491  0.048
39 H 2.701219 -2.910303 1.519431  0.167
40 H 4.873441 -2.237312 0.725001  0.120
41 H 6.300754 -0.395367 -0.107400  0.124
42 O 5.668398 2.012547 -0.397246  -0.085
43 C 5.238824 3.344538 -0.544961  -0.085
44 H 4.964674 3.787375 0.417883  0.096
45 H 4.391824 3.418204 -1.234520  0.094
46 H 6.088453 3.884206 -0.959599  0.095
47 H 3.080584 2.363325 0.427206  0.113
48 H 0.946507 1.575429 1.355589  0.134
49 H -1.195352 -1.021582 2.925863  0.127
50 H -0.904033 0.731150 2.869385  0.128
51 C -2.897799 0.852249 1.414081  -0.121
52 H -2.491802 1.743750 1.900201  0.127
53 C -3.639932 1.305606 0.145157  -0.311
54 H -4.123271 0.450730 -0.332202  0.137
55 C -4.641180 2.423196 0.462111  -0.115
56 H -5.422491 2.432584 -0.297062  0.119
57 C -3.781139 3.686352 0.359801  -0.146
58 H -3.423700 3.996096 1.341752  0.104
59 C -2.605892 3.249710 -0.534311  -0.183
60 H -2.597257 3.768222 -1.496898  0.121
61 O -2.761123 1.869719 -0.807634  -0.112
62 H -1.641798 3.426689 -0.038058  0.114
63 H -4.330880 4.516462 -0.078079  0.106
64 H -5.100726 2.301210 1.440181  0.115
65 H -3.630940 0.396515 2.098045  0.130
66 H -1.199381 -1.923807 0.623986  0.125
67 H -3.941316 -4.124176 1.426266  0.073
68 H -2.188894 -3.975019 1.260517  0.072

Atomic forces in eV per Å
C -0.1 0.1 0.0
H 0.0 -0.1 -0.1
C 0.3 -0.1 -0.1
H 0.0 0.1 0.1
H 0.0 0.1 0.0
C -0.1 0.0 0.3
C 0.4 0.2 -0.7
N -0.1 -0.2 1.0
N -0.6 -0.2 -0.8
N 0.9 0.6 -0.7
N -1.0 -0.7 0.7
C 0.5 0.4 -0.1
C 0.0 -0.1 -0.1
C -0.1 0.1 0.0
C 0.1 -0.1 0.0
C 0.0 -0.1 -0.1
C 0.0 0.1 -0.1
C -0.1 0.0 0.0
H 0.0 0.1 0.0
H 0.1 0.1 0.0
H 0.1 -0.1 0.0
H 0.0 -0.1 0.0
H -0.1 -0.1 0.0
H -0.1 0.0 -0.3
H 0.0 -0.1 0.1
N 0.0 0.2 0.2
C 0.0 -0.1 -0.1
C 0.0 0.3 0.1
C -0.2 -0.4 0.2
C 0.4 -0.5 0.0
C 0.3 0.1 -0.1
C -0.2 -0.1 0.1
C -0.1 0.1 0.1
C 0.0 0.2 0.0
C 0.0 0.7 -0.1
N 0.0 -0.4 0.2
C 0.5 0.0 -0.1
O -0.3 -0.3 0.1
H -0.2 0.1 0.0
H 0.1 -0.1 0.0
H 0.1 -0.1 0.0
O 0.2 -0.2 0.0
C 0.0 0.2 0.0
H 0.0 0.0 0.0
H 0.0 0.0 0.0
H -0.1 0.0 0.0
H 0.0 0.1 0.0
H -0.1 0.1 0.0
H 0.0 0.1 0.0
H 0.0 -0.1 0.0
C -0.1 0.1 -0.3
H 0.0 0.0 0.1
C -0.3 -0.2 0.4
H 0.0 0.1 0.0
C 0.1 -0.2 -0.2
H 0.0 0.0 0.0
C 0.1 0.0 0.0
H 0.0 0.0 0.0
C 0.2 0.4 -0.1
H 0.0 0.0 0.1
O 0.0 -0.1 -0.1
H -0.1 0.0 -0.1
H 0.0 0.0 0.0
H -0.1 0.0 0.0
H 0.0 0.1 0.0
H -0.1 0.0 0.0
H -0.1 -0.1 0.0
H 0.1 -0.1 0.0

For the energy relative to the best compared isomer or geometry (same formula, charge and spin), the calculation gives 210.7 kJ/mol. The calculation puts the calculated total energy at -1602.311918 a.u. The calculation puts the max |F| at 0.0277 Eh/bohr. As for the SMILES: CC[C@@H](c1nnnn1Cc1ccccc1)N(Cc1cc2cc(OC)ccc2[nH]c1=O)C[C@H]1CCCO1.

***

Record 3
The following is a DFT calculation (wB97M-V/def2-TZVPD) of C32H26F5N2O2S3Se2Ti as an isolated structure.

Each line ends with the Löwdin charge.
Element x y z (Å)
1 Ti 0.356215 0.675923 -0.370577  0.739
2 O 1.252498 -0.806383 0.397983  -0.671
3 S 2.689920 -1.423176 0.535402  1.159
4 C 3.387038 -0.317007 1.786838  -0.265
5 C 3.747738 1.038038 1.186034  -0.222
6 C 3.534180 2.222538 2.141820  -0.178
7 C 3.013819 3.456095 1.413015  -0.268
8 S 1.237430 3.568418 1.062946  1.191
9 O 0.801953 2.063362 0.734600  -0.595
10 C 0.458573 3.919718 2.583797  -0.406
11 C 0.454309 3.059573 3.681229  -0.067
12 C -0.134176 3.492745 4.851016  -0.032
13 C -0.697559 4.766067 4.926246  -0.010
14 C -0.701073 5.608457 3.826046  -0.023
15 C -0.129099 5.183271 2.634951  -0.060
16 C 2.460039 -2.890951 1.474698  -0.406
17 C 1.307732 -3.138206 2.206231  -0.058
18 C 1.227770 -4.331233 2.906997  -0.035
19 C 2.282540 -5.235172 2.876612  -0.021
20 C 3.427607 -4.966668 2.137168  -0.028
21 C 3.519792 -3.791130 1.409224  -0.067
22 H 4.240889 -0.852351 2.206817  0.124
23 H 2.609770 -0.269438 2.554923  0.105
24 H 3.147576 1.201082 0.291361  0.010
25 H 4.777827 1.019663 0.828482  0.141
26 H 4.480594 2.509817 2.601958  0.141
27 H 2.875065 1.964496 2.969559  0.100
28 H 3.499413 3.606745 0.446614  0.114
29 H 3.156294 4.376060 1.989924  0.123
30 H 0.868773 2.066442 3.604421  0.080
31 H -0.155204 2.847706 5.718925  0.122
32 H -1.142631 5.097365 5.854566  0.131
33 H -1.148502 6.590270 3.887706  0.130
34 H -0.130243 5.825729 1.763098  0.120
35 H 0.503191 -2.415467 2.231760  0.087
36 H 0.337434 -4.556680 3.477534  0.122
37 H 2.208864 -6.164071 3.425055  0.128
38 H 4.238424 -5.680840 2.109796  0.129
39 H 4.393859 -3.597425 0.798484  0.124
40 Se -3.382821 1.108493 -0.162851  0.863
41 Se -1.864765 -0.583963 0.401529  0.841
42 C -1.811305 -0.370701 2.336800  -0.603
43 C -2.989742 -0.571327 3.037281  -0.072
44 C -2.908138 -0.550695 4.422502  -0.006
45 C -1.668239 -0.364728 5.014781  -0.012
46 C -0.559780 -0.185489 4.203445  -0.131
47 N -0.620010 -0.173000 2.867473  0.031
48 C -2.367317 2.018272 -1.508430  -0.620
49 C -3.180869 2.780173 -2.340487  -0.085
50 C -2.604538 3.619805 -3.273783  0.012
51 C -1.220190 3.656828 -3.356067  -0.002
52 C -0.484434 2.837783 -2.531524  -0.128
53 N -1.024226 2.004400 -1.606468  -0.066
54 H -3.930874 -0.759340 2.537941  0.118
55 H -3.793802 -0.703607 5.024121  0.134
56 H -1.557103 -0.372203 6.089909  0.127
57 H 0.423578 -0.057064 4.641659  0.118
58 H -4.257693 2.710976 -2.255765  0.118
59 H -3.224674 4.223274 -3.923005  0.140
60 H -0.704712 4.292886 -4.060887  0.133
61 H 0.591606 2.828320 -2.602197  0.063
62 F 0.041278 -2.269493 -6.468772  0.198
63 C 0.482288 -1.549469 -5.466912  -0.107
64 C -0.225633 -1.536210 -4.265811  -0.127
65 F -1.336563 -2.232514 -4.117191  0.172
66 C 0.270732 -0.764970 -3.241507  -0.178
67 F -0.401404 -0.734074 -2.031344  -0.077
68 C 1.417021 -0.005883 -3.330905  -0.430
69 S 2.008520 0.920169 -1.961041  0.868
70 C 2.107608 -0.030483 -4.538786  -0.212
71 F 3.214619 0.679547 -4.673246  0.138
72 C 1.646664 -0.798030 -5.602543  -0.116
73 F 2.306137 -0.812614 -6.737219  0.191

Atomic forces in eV per Å
Ti 0.4 0.2 -0.4
O -0.4 0.1 0.0
S 0.1 0.2 0.2
C 0.0 -0.1 0.1
C 0.0 0.0 -0.1
C 0.0 0.0 0.0
C 0.0 0.1 0.1
S -0.1 -0.1 -0.1
O 0.2 -0.2 -0.1
C 0.0 0.1 0.0
C 0.0 -0.1 -0.1
C 0.0 0.0 0.0
C 0.0 0.0 0.0
C 0.0 0.0 -0.1
C 0.0 0.0 0.0
C 0.1 -0.1 -0.2
C 0.0 0.1 0.1
C 0.0 0.1 0.0
C 0.0 0.0 0.0
C 0.0 0.0 0.0
C 0.0 -0.1 0.0
H 0.0 0.0 0.0
H 0.0 0.0 0.0
H 0.0 0.0 0.0
H 0.0 0.0 0.0
H 0.0 0.0 0.0
H 0.0 0.0 0.0
H 0.0 0.0 0.0
H 0.0 0.0 0.0
H 0.0 0.0 0.0
H 0.0 0.0 0.0
H 0.0 0.0 0.0
H 0.0 0.0 0.0
H 0.0 0.0 0.0
H 0.0 0.0 0.0
H 0.0 0.0 0.0
H 0.0 0.0 0.0
H 0.0 0.0 0.0
H 0.0 0.0 0.0
Se 0.1 0.0 0.0
Se -0.1 0.0 0.0
C -0.1 0.0 0.0
C 0.0 0.0 0.0
C 0.0 0.0 0.0
C 0.0 0.0 0.0
C 0.0 0.0 0.0
N 0.0 0.0 0.0
C -0.2 0.1 -0.1
C 0.0 0.0 0.0
C 0.0 0.0 0.0
C 0.0 0.0 0.0
C 0.0 0.0 0.0
N -0.1 -0.2 0.4
H 0.0 0.0 0.0
H 0.0 0.0 0.0
H 0.0 0.0 0.0
H 0.0 0.0 0.0
H 0.0 0.0 0.0
H 0.0 0.0 0.0
H 0.0 0.0 0.0
H 0.0 0.0 0.0
F 0.0 0.0 0.0
C 0.0 0.0 0.1
C 0.0 0.0 0.0
F 0.0 0.0 0.0
C 0.0 0.0 0.0
F 0.1 0.0 0.0
C 0.1 0.0 -0.1
S -0.2 0.0 0.1
C -0.1 0.0 0.0
F 0.0 0.0 0.0
C -0.1 0.0 0.1
F 0.0 0.0 0.0

For the energy relative to the best compared isomer or geometry (same formula, charge and spin), the calculation gives 79.5 kJ/mol. Its net charge is +3. The calculation puts the calculated total energy at -8840.329280 a.u. The calculation puts the max |F| at 0.0117 Eh/bohr.

***

Calculated gap between HOMO and LUMO in order - 8.132 8.118 6.449 eV